The following is a quantum chemistry calculation of a molecular structure, C31H29BrCrN9O3, from OMol25.

Properties
spin multiplicity = 2
HOMO level (alpha / beta) = -8.227 / -7.935 eV
electronic energy = -5535.7091 hartree
energy above the lowest of the compared OMol25 structures with the same formula, charge and spin = 0.0 kcal/mol
⟨S²⟩ = 0.76
maximum force = 0.61 eV/Å
lowest unoccupied orbital energy (alpha / beta) = -0.17 / -0.08 eV

Element x y z (Å)
Cr (1.015, 0.303, 1.780)
C (-0.852, -1.153, -4.683)
C (-2.009, -0.389, -4.106)
C (-3.208, -0.271, -4.796)
C (-4.284, 0.423, -4.265)
C (-4.161, 1.041, -3.031)
C (-2.968, 0.956, -2.331)
C (-1.908, 0.225, -2.855)
N (-0.676, 0.135, -2.164)
C (-0.495, -0.062, -0.821)
N (-1.546, -0.598, -0.180)
C (-1.830, -0.627, 1.209)
C (-0.870, -0.263, 2.142)
C (-1.276, -0.273, 3.486)
C (-2.541, -0.681, 3.862)
C (-3.457, -1.084, 2.896)
C (-3.126, -1.057, 1.555)
C (-4.128, -1.470, 0.511)
N (0.646, 0.236, -0.239)
C (1.616, 0.858, -1.088)
C (1.647, 2.248, -1.170)
C (2.604, 2.878, -1.951)
C (3.524, 2.115, -2.657)
C (3.466, 0.732, -2.597)
C (2.509, 0.075, -1.826)
C (2.410, -1.424, -1.828)
H (-1.116, -1.576, -5.650)
H (-0.549, -1.969, -4.024)
H (0.024, -0.516, -4.835)
H (-3.299, -0.740, -5.768)
H (-5.210, 0.491, -4.820)
H (-4.982, 1.610, -2.617)
H (-2.848, 1.485, -1.394)
H (0.159, 0.328, -2.693)
H (-2.321, -0.829, -0.781)
H (-0.569, 0.031, 4.247)
H (-2.821, -0.688, 4.907)
H (-4.448, -1.411, 3.187)
H (-5.037, -1.836, 0.983)
H (-3.751, -2.273, -0.130)
H (-4.414, -0.638, -0.140)
H (0.909, 2.818, -0.615)
H (2.623, 3.957, -2.011)
H (4.280, 2.597, -3.263)
H (4.173, 0.139, -3.165)
H (3.281, -1.866, -2.308)
H (1.522, -1.757, -2.372)
H (2.325, -1.823, -0.819)
N (2.933, 1.587, 1.518)
N (3.481, 1.594, 2.807)
C (2.784, 0.974, 3.849)
O (3.140, 1.114, 4.991)
O (1.789, 0.202, 3.448)
H (3.637, 1.335, 0.832)
H (2.541, 2.499, 1.287)
H (4.102, 2.343, 3.067)
Br (4.368, -1.200, 1.235)
C (2.928, -2.357, 1.635)
C (3.286, -3.687, 1.815)
C (2.293, -4.610, 2.079)
C (0.986, -4.157, 2.144)
C (0.737, -2.811, 1.961)
N (1.687, -1.888, 1.711)
H (4.325, -3.970, 1.747)
H (2.540, -5.652, 2.227)
H (0.157, -4.819, 2.346)
H (-0.271, -2.441, 2.032)
O (0.430, 2.188, 1.817)
N (-0.162, 2.731, 2.836)
C (-0.772, 3.841, 2.546)
C (-0.780, 4.344, 1.203)
N (-0.766, 4.713, 0.114)
C (-1.441, 4.557, 3.583)
N (-1.986, 5.156, 4.398)

Cartesian forces (eV/Å) of the 2 atoms listed first:
Cr -0.07 0.61 -0.02
C 0.04 -0.03 -0.02

Mulliken atomic charge list, values in e, 5 entries: 0.066, -1.282, 0.497, -0.729, -0.779

***

The following is a quantum chemistry calculation of a molecular structure, C31H29BrIrN3O2, from OMol25.

Properties
spin multiplicity = 2
HOMO level (alpha / beta) = -10.396 / -10.258 eV
electronic energy = -4191.5548 hartree
charge = +1
energy above the lowest of the compared OMol25 structures with the same formula, charge and spin = 30.7 kcal/mol
⟨S²⟩ = 0.76
maximum force = 0.66 eV/Å
lowest unoccupied orbital energy (alpha / beta) = -3.01 / -4.46 eV

Element x y z (Å)
Ir (0.150, 0.315, -0.082)
O (2.041, 0.222, -0.632)
C (2.624, -0.784, -1.259)
C (3.867, -0.503, -1.844)
C (4.565, -1.483, -2.513)
C (4.065, -2.785, -2.629)
C (2.861, -3.080, -2.044)
C (2.125, -2.096, -1.358)
C (0.920, -2.490, -0.702)
N (0.090, -1.714, -0.105)
C (-1.035, -2.300, 0.631)
C (-0.974, -1.756, 2.052)
N (-0.618, -0.343, 1.996)
C (-0.804, 0.410, 3.017)
C (-0.227, 1.710, 3.167)
C (-0.690, 2.601, 4.154)
C (-0.015, 3.763, 4.423)
C (1.182, 4.027, 3.733)
C (1.670, 3.165, 2.782)
C (0.971, 1.975, 2.459)
O (1.450, 1.161, 1.577)
H (4.256, 0.502, -1.748)
H (5.522, -1.236, -2.956)
H (4.625, -3.543, -3.157)
H (2.459, -4.085, -2.096)
H (0.702, -3.556, -0.682)
H (-0.960, -3.387, 0.632)
H (-1.965, -2.021, 0.135)
H (-0.193, -2.284, 2.604)
H (-1.923, -1.909, 2.571)
H (-1.388, 0.015, 3.853)
H (-1.593, 2.353, 4.701)
H (-0.378, 4.453, 5.172)
H (1.738, 4.928, 3.963)
H (2.604, 3.353, 2.268)
Br (-2.568, 0.717, -0.008)
C (-2.764, -0.034, -1.749)
C (-4.004, -0.398, -2.172)
C (-4.164, -0.802, -3.515)
C (-3.103, -0.738, -4.370)
C (-1.820, -0.324, -3.930)
C (-0.755, -0.147, -4.845)
C (0.441, 0.336, -4.406)
C (0.669, 0.544, -3.026)
C (-0.298, 0.292, -2.088)
C (-1.607, -0.035, -2.558)
H (-4.854, -0.351, -1.504)
H (-5.138, -1.117, -3.863)
H (-3.229, -0.988, -5.416)
H (-0.921, -0.366, -5.892)
H (1.245, 0.529, -5.104)
H (1.646, 0.886, -2.717)
C (-0.875, 5.434, 0.662)
C (-0.008, 4.961, -0.515)
C (1.399, 5.566, -0.435)
C (-0.678, 5.281, -1.858)
C (0.113, 3.501, -0.403)
N (0.181, 2.366, -0.301)
H (-0.993, 6.515, 0.591)
H (-0.408, 5.191, 1.618)
H (-1.864, 4.976, 0.630)
H (1.313, 6.651, -0.494)
H (2.025, 5.223, -1.259)
H (1.882, 5.307, 0.507)
H (-0.764, 6.363, -1.954)
H (-1.677, 4.850, -1.911)
H (-0.089, 4.906, -2.694)

Cartesian forces (eV/Å) of the 2 atoms listed first:
Ir 0.12 0.54 -0.36
O -0.09 0.07 -0.02

Mulliken atomic charge list, values in e, 5 entries: 1.372, -0.917, 0.341, -0.326, -0.471

***

The following is a quantum chemistry calculation of a molecular structure, C31H29Cl2N4O9PSr at a distorted geometry, from OMol25.

Properties
HOMO level = -3.053 eV
electronic energy = -3387.6142 hartree
charge = -2
energy above the lowest of the compared OMol25 structures with the same formula, charge and spin = 69.3 kcal/mol
maximum force = 6.03 eV/Å
lowest unoccupied orbital energy = 3.97 eV

Element x y z (Å)
Sr (-0.014, 0.808, 1.013)
O (-2.668, 1.128, 3.591)
C (-3.032, 2.353, 2.988)
C (-1.888, 3.190, 2.438)
N (-1.220, 2.673, 1.244)
C (-2.128, 2.290, 0.151)
C (-2.721, 0.855, 0.291)
O (-3.741, 0.606, -0.349)
O (-2.065, 0.039, 1.050)
C (-0.160, 3.595, 0.760)
C (0.475, 3.103, -0.583)
O (0.492, 3.896, -1.522)
O (0.941, 1.898, -0.579)
H (-2.404, 0.527, 2.878)
H (-3.496, 2.955, 3.770)
H (-3.790, 2.196, 2.209)
H (-1.133, 3.289, 3.217)
H (-2.316, 4.184, 2.222)
H (-1.564, 2.267, -0.797)
H (-2.944, 2.996, -0.004)
H (0.631, 3.664, 1.518)
H (-0.551, 4.596, 0.573)
N (0.726, -1.129, -2.336)
P (-0.569, -0.090, -1.788)
C (-1.955, -1.155, -2.449)
C (-2.391, -1.193, -3.774)
C (-3.413, -2.049, -4.165)
C (-4.012, -2.892, -3.234)
C (-3.568, -2.884, -1.918)
C (-2.549, -2.023, -1.529)
C (-0.485, 1.163, -3.134)
C (0.712, 1.573, -3.717)
C (0.725, 2.554, -4.700)
C (-0.457, 3.166, -5.092)
C (-1.650, 2.808, -4.476)
C (-1.662, 1.818, -3.503)
C (1.245, -2.135, -1.542)
C (2.368, -2.875, -1.944)
C (2.769, -3.937, -1.164)
C (2.060, -4.254, -0.010)
C (0.985, -3.455, 0.315)
N (0.578, -2.414, -0.424)
H (1.263, -0.866, -3.143)
H (-1.933, -0.550, -4.517)
H (-3.744, -2.054, -5.197)
H (-4.824, -3.544, -3.533)
H (-4.033, -3.532, -1.181)
H (-2.223, -2.000, -0.496)
H (1.654, 1.172, -3.361)
H (1.667, 2.862, -5.137)
H (-0.445, 3.937, -5.852)
H (-2.575, 3.303, -4.751)
H (-2.598, 1.547, -3.020)
H (2.897, -2.608, -2.852)
H (3.642, -4.515, -1.446)
H (2.354, -5.072, 0.633)
H (0.410, -3.646, 1.211)
O (6.518, -0.275, 4.856)
C (6.196, -1.070, 3.944)
O (6.783, -2.100, 3.524)
C (4.888, -0.733, 3.213)
C (4.573, -1.354, 2.013)
C (3.382, -1.049, 1.381)
N (2.476, -0.205, 1.873)
C (2.790, 0.419, 3.024)
C (3.976, 0.191, 3.706)
C (1.746, 1.403, 3.565)
O (2.069, 2.228, 4.420)
O (0.586, 1.248, 3.047)
H (5.266, -2.077, 1.602)
H (3.136, -1.504, 0.434)
H (4.183, 0.726, 4.622)
Cl (0.006, -1.681, 3.522)
C (-0.912, -2.746, 4.506)
Cl (-0.975, -4.421, 3.867)
H (-1.920, -2.363, 4.552)
H (-0.443, -2.773, 5.477)

Cartesian forces (eV/Å) of the 2 atoms listed first:
Sr 3.28 -4.97 0.90
O -0.12 0.23 0.03

Mulliken atomic charge list, values in e, 5 entries: 2.151, -0.611, -0.671, -0.897, 0.330

***

The following is a quantum chemistry calculation of a molecular structure, C31H29CoIN3Sb2 at a distorted geometry, from OMol25.

Properties
spin multiplicity = 5
HOMO level (alpha / beta) = -13.996 / -14.086 eV
electronic energy = -3523.2476 hartree
charge = +2
energy above the lowest of the compared OMol25 structures with the same formula, charge and spin = 6.6 kcal/mol
⟨S²⟩ = 6.01
maximum force = 1.47 eV/Å
lowest unoccupied orbital energy (alpha / beta) = -5.63 / -7.88 eV

Element x y z (Å)
Co (1.656, 0.300, -2.120)
C (0.035, -2.538, -0.008)
C (1.060, -1.898, 0.931)
C (0.743, -0.447, 1.279)
Sb (2.276, 0.483, 2.524)
C (1.633, -0.163, 4.527)
C (0.292, -0.038, 4.853)
C (-0.117, -0.440, 6.119)
C (0.805, -0.950, 7.022)
C (2.144, -1.059, 6.677)
C (2.570, -0.664, 5.414)
C (1.532, 2.485, 2.448)
C (1.261, 3.097, 1.230)
C (0.671, 4.351, 1.218)
C (0.362, 4.987, 2.414)
C (0.654, 4.380, 3.626)
C (1.256, 3.129, 3.649)
Sb (0.046, -1.724, -2.017)
C (-1.843, -0.739, -2.232)
C (-2.873, -0.870, -1.310)
C (-4.096, -0.257, -1.548)
C (-4.293, 0.487, -2.703)
C (-3.269, 0.616, -3.633)
C (-2.045, 0.002, -3.398)
C (-0.296, -3.469, -3.201)
C (-1.247, -3.408, -4.212)
C (-1.533, -4.556, -4.937)
C (-0.869, -5.741, -4.658)
C (0.089, -5.786, -3.654)
C (0.387, -4.645, -2.924)
H (-0.977, -2.427, 0.382)
H (0.231, -3.605, -0.120)
H (2.058, -1.968, 0.489)
H (1.077, -2.482, 1.855)
H (-0.196, -0.366, 1.830)
H (0.674, 0.180, 0.384)
H (-0.430, 0.382, 4.161)
H (-1.160, -0.347, 6.393)
H (0.475, -1.264, 8.003)
H (2.865, -1.450, 7.383)
H (3.615, -0.746, 5.144)
H (1.527, 2.612, 0.297)
H (0.461, 4.844, 0.277)
H (-0.094, 5.968, 2.399)
H (0.425, 4.880, 4.557)
H (1.503, 2.668, 4.597)
H (-2.738, -1.455, -0.409)
H (-4.903, -0.370, -0.837)
H (-5.253, 0.951, -2.888)
H (-3.428, 1.179, -4.544)
H (-1.258, 0.068, -4.145)
H (-1.775, -2.489, -4.430)
H (-2.280, -4.518, -5.719)
H (-1.093, -6.632, -5.230)
H (0.608, -6.710, -3.438)
H (1.148, -4.688, -2.153)
I (1.800, 6.184, -3.354)
C (1.036, 4.297, -2.955)
C (-0.282, 3.947, -2.719)
N (-0.313, 2.627, -2.499)
N (0.911, 2.085, -2.607)
C (1.744, 3.099, -2.874)
H (-1.170, 4.556, -2.697)
H (-1.124, 2.039, -2.354)
H (2.805, 2.942, -2.994)
N (3.472, 0.645, 0.246)
C (3.049, 0.437, -0.809)

Cartesian forces (eV/Å) of the 2 atoms listed first:
Co -0.25 0.15 -1.05
C 0.11 0.22 -0.19

Mulliken atomic charge list, values in e, 5 entries: 0.142, -1.377, -0.612, -0.364, 1.371

***

The following is a quantum chemistry calculation of a molecular structure, C31H29F4N10O7PbS3, from OMol25.

Properties
HOMO level = -4.281 eV
electronic energy = -4059.8901 hartree
charge = -1
energy above the lowest of the compared OMol25 structures with the same formula, charge and spin = 0.0 kcal/mol
maximum force = 0.52 eV/Å
lowest unoccupied orbital energy = 1.24 eV

Element x y z (Å)
Pb (-1.075, 0.169, 0.655)
N (-1.003, 2.916, 1.010)
C (-0.087, 3.643, 0.122)
C (-0.068, 3.012, -1.259)
N (0.335, 1.594, -1.344)
C (-0.021, 1.148, -2.706)
C (0.244, -0.304, -3.100)
N (-0.540, -1.339, -2.456)
C (1.765, 1.408, -1.056)
C (2.088, 1.223, 0.420)
N (1.281, 0.144, 1.016)
H (-1.963, 3.161, 0.785)
H (-0.860, 3.187, 1.978)
H (0.900, 3.664, 0.576)
H (-0.373, 4.692, -0.002)
H (0.578, 3.618, -1.912)
H (-1.079, 3.081, -1.671)
H (0.474, 1.795, -3.448)
H (-1.097, 1.323, -2.816)
H (1.295, -0.568, -2.983)
H (0.049, -0.338, -4.178)
H (-0.205, -1.656, -1.555)
H (-1.525, -1.113, -2.380)
H (2.354, 2.253, -1.440)
H (2.106, 0.515, -1.576)
H (1.910, 2.126, 0.995)
H (3.154, 1.003, 0.510)
H (1.418, 0.130, 2.025)
H (1.586, -0.768, 0.668)
O (2.515, -4.001, -1.699)
C (2.300, -3.077, -0.751)
O (2.319, -1.895, -0.980)
C (2.068, -3.721, 0.594)
O (1.799, -2.757, 1.570)
C (0.581, -3.002, 2.281)
C (-0.623, -3.105, 1.333)
O (-1.355, -4.077, 1.410)
O (-0.734, -2.142, 0.475)
H (2.638, -3.528, -2.536)
H (2.971, -4.288, 0.845)
H (1.255, -4.445, 0.478)
H (0.447, -2.154, 2.954)
H (0.658, -3.922, 2.864)
O (-5.885, 0.024, 1.780)
C (-5.412, 0.895, 1.128)
O (-4.623, 0.707, 0.028)
H (-5.517, 1.973, 1.286)
F (1.987, 1.172, 3.662)
C (1.836, 2.510, 3.530)
C (2.845, 3.194, 2.884)
F (3.909, 2.465, 2.495)
C (2.784, 4.566, 2.579)
C (1.620, 5.173, 3.094)
C (0.608, 4.476, 3.718)
F (-0.512, 5.153, 4.037)
C (0.648, 3.100, 3.945)
C (-0.524, 2.299, 4.347)
C (-0.717, 1.123, 3.674)
N (-0.886, 0.130, 3.066)
C (-1.494, 2.712, 5.289)
N (-2.285, 3.042, 6.063)
F (1.420, 6.489, 2.907)
C (3.759, 5.248, 1.781)
C (4.837, 4.574, 1.158)
N (5.731, 4.073, 0.621)
C (3.657, 6.621, 1.449)
N (3.621, 7.732, 1.132)
S (-5.150, 0.863, -5.823)
C (-4.827, 0.063, -4.421)
S (-5.242, 0.730, -2.853)
C (-4.456, -0.615, -2.098)
N (-3.930, -1.464, -2.899)
N (-4.170, -1.106, -4.203)
C (-3.619, -1.972, -5.203)
C (-4.359, -2.297, -6.329)
C (-3.809, -3.154, -7.270)
C (-2.542, -3.684, -7.082)
C (-1.821, -3.361, -5.941)
C (-2.353, -2.502, -4.993)
S (-4.377, -0.904, -0.381)
H (-5.346, -1.885, -6.469)
H (-4.382, -3.409, -8.152)
H (-2.119, -4.355, -7.819)
H (-0.835, -3.777, -5.780)
H (-1.792, -2.257, -4.099)

Cartesian forces (eV/Å) of the 2 atoms listed first:
Pb -0.01 0.06 -0.14
N 0.06 0.00 0.03

Mulliken atomic charge list, values in e, 5 entries: 1.169, -0.301, 0.091, -1.574, 1.330

***

The following is a quantum chemistry calculation of a molecular structure, C31H29GaIN7O13PS at a distorted geometry, from OMol25.

Properties
HOMO level = -5.521 eV
electronic energy = -5521.9125 hartree
charge = -1
maximum force = 3.70 eV/Å
lowest unoccupied orbital energy = -0.10 eV

Element x y z (Å)
N (-7.315, -6.705, 0.326)
C (-6.368, -6.766, -0.315)
O (-5.226, -6.610, -0.952)
Ga (-3.999, -7.843, -0.184)
N (-4.628, -9.645, -0.089)
I (-3.503, -7.067, 2.273)
P (-2.012, -7.767, -1.436)
O (-1.780, -9.069, -2.455)
O (-0.664, -7.680, -0.421)
S (-1.914, -6.151, -2.549)
H (-4.589, -9.979, 0.873)
H (-5.577, -9.765, -0.440)
H (-1.068, -8.829, -3.077)
H (-0.577, -8.538, 0.034)
C (1.105, -1.333, -2.344)
C (0.436, -2.546, -2.234)
C (-0.357, -2.803, -1.125)
C (-0.474, -1.835, -0.136)
C (0.198, -0.623, -0.234)
C (0.991, -0.376, -1.345)
N (-1.330, -2.092, 1.026)
O (-1.889, -3.163, 1.094)
O (-1.435, -1.202, 1.865)
H (1.719, -1.130, -3.212)
H (0.529, -3.292, -3.014)
H (-0.874, -3.753, -1.049)
H (0.112, 0.130, 0.539)
H (1.517, 0.563, -1.439)
C (-1.042, -0.075, 5.073)
C (-0.929, 0.288, 6.410)
C (-0.544, -0.653, 7.355)
C (-0.272, -1.952, 6.948)
C (-0.390, -2.326, 5.615)
C (-0.778, -1.380, 4.676)
N (0.158, -2.941, 7.941)
O (0.233, -2.582, 9.105)
O (0.421, -4.062, 7.550)
H (-1.337, 0.663, 4.336)
H (-1.137, 1.306, 6.715)
H (-0.458, -0.362, 8.393)
H (-0.183, -3.339, 5.297)
H (-0.871, -1.655, 3.633)
C (-5.392, 3.283, 10.551)
C (-5.315, 3.032, 9.187)
C (-4.101, 3.150, 8.526)
C (-2.971, 3.515, 9.244)
C (-3.038, 3.775, 10.605)
C (-4.256, 3.658, 11.258)
N (-1.681, 3.616, 8.553)
O (-1.664, 3.399, 7.355)
O (-0.704, 3.905, 9.216)
H (-6.341, 3.185, 11.065)
H (-6.202, 2.742, 8.638)
H (-4.050, 2.953, 7.464)
H (-2.158, 4.064, 11.164)
H (-4.321, 3.855, 12.321)
C (1.810, 3.985, -6.125)
C (1.923, 4.343, -4.786)
C (2.308, 3.399, -3.845)
C (2.580, 2.103, -4.256)
C (2.462, 1.733, -5.589)
C (2.075, 2.681, -6.525)
N (3.010, 1.110, -3.269)
O (3.084, 1.462, -2.104)
O (3.272, -0.011, -3.668)
H (1.516, 4.722, -6.852)
H (1.714, 5.360, -4.478)
H (2.393, 3.686, -2.805)
H (2.669, 0.721, -5.910)
H (1.982, 2.405, -7.568)
C (7.197, 5.462, -9.893)
C (6.436, 5.904, -8.817)
C (5.108, 5.521, -8.703)
C (4.555, 4.694, -9.670)
C (5.304, 4.253, -10.751)
C (6.631, 4.642, -10.861)
N (3.159, 4.267, -9.539)
O (2.524, 4.688, -8.586)
O (2.713, 3.515, -10.384)
H (8.236, 5.758, -9.976)
H (6.880, 6.544, -8.066)
H (4.522, 5.870, -7.863)
H (4.872, 3.612, -11.508)
H (7.226, 4.302, -11.699)

Cartesian forces (eV/Å) of the 2 atoms listed first:
N -1.59 -0.42 0.61
C 3.11 1.34 -1.49

Mulliken atomic charge list, values in e, 5 entries: -0.557, 0.525, -0.354, 0.089, -0.426